{
  "formula": "C42H81F3O16",
  "method": "ωB97M-V with the def2-TZVPD basis set",
  "smiles": "CCOC(=O)C(F)(F)F.COC(=O)OC.COC(=O)OC.C1CCOC1.C1CCOC1.C1CCOC1.C1CCOC1.C1CCOC1.C1CCOC1.C1CCOC1.C1CCOC1",
  "orbital_gap_ev": 9.527,
  "e_lumo_ev": 0.362,
  "homo_ev": -9.17,
  "species": ["C", "C", "O", "C", "O", "C", "F", "F", "F", "H", "H", "H", "H", "H", "C", "O", "C", "O", "O", "C", "H", "H", "H", "H", "H", "H", "C", "O", "C", "O", "O", "C", "H", "H", "H", "H", "H", "H", "C", "C", "C", "O", "C", "H", "H", "H", "H", "H", "H", "H", "H", "C", "C", "C", "O", "C", "H", "H", "H", "H", "H", "H", "H", "H", "C", "C", "C", "O", "C", "H", "H", "H", "H", "H", "H", "H", "H", "C", "C", "C", "O", "C", "H", "H", "H", "H", "H", "H", "H", "H", "C", "C", "C", "O", "C", "H", "H", "H", "H", "H", "H", "H", "H", "C", "C", "C", "O", "C", "H", "H", "H", "H", "H", "H", "H", "H", "C", "C", "C", "O", "C", "H", "H", "H", "H", "H", "H", "H", "H", "C", "C", "C", "O", "C", "H", "H", "H", "H", "H", "H", "H", "H"],
  "positions_angstrom": [[1.958532, -1.189864, -0.420313], [0.431223, -1.382125, -0.638710], [-0.272884, -0.185760, -0.708974], [-0.609190, 0.541163, 0.352249], [-0.303155, 0.214671, 1.460315], [-1.339740, 1.845611, 0.102664], [-0.803959, 2.895916, 0.817237], [-1.418704, 2.228377, -1.159940], [-2.608204, 1.750028, 0.580178], [2.145247, -0.535191, 0.430952], [2.577220, -0.765928, -1.211268], [2.386737, -2.166227, -0.193502], [-0.047187, -2.093532, 0.034441], [0.178001, -1.786055, -1.618928], [-3.440884, -2.124225, 1.895627], [-3.793754, -1.733162, 0.559484], [-3.258530, -2.421675, -0.436951], [-2.533561, -3.388570, -0.329931], [-3.688188, -1.920395, -1.591210], [-3.200007, -2.557155, -2.756246], [-2.395168, -2.424370, 1.962699], [-3.961188, -2.980692, 2.324422], [-3.484694, -1.278122, 2.581397], [-2.214167, -2.166226, -3.008030], [-3.961220, -2.389488, -3.518181], [-3.171430, -3.635375, -2.599000], [0.643476, -0.290096, -4.283654], [1.271524, -1.229652, -5.118764], [1.492638, -2.494669, -4.601228], [1.487297, -2.801870, -3.392826], [1.935701, -3.277154, -5.669370], [2.339193, -4.595643, -5.456896], [-0.392412, -0.551668, -4.067772], [0.612619, 0.667925, -4.802643], [1.183494, -0.206480, -3.340521], [1.459370, -5.200347, -5.676757], [2.649312, -4.777155, -4.427826], [3.156844, -4.901125, -6.109774], [3.540380, 3.433012, -2.865750], [3.163573, 2.561333, -1.691778], [4.535973, 2.105263, -1.242727], [5.337759, 3.192170, -1.409238], [4.824853, 4.090963, -2.391962], [2.807201, 4.184702, -3.158170], [3.719712, 2.717298, -3.668054], [2.553350, 1.663359, -1.788507], [2.842773, 3.281680, -0.939253], [4.892224, 1.243537, -1.807196], [4.650849, 1.887517, -0.180895], [5.523511, 4.295616, -3.203191], [4.617701, 5.024111, -1.868118], [2.265202, -5.678588, -1.646492], [1.023169, -5.382631, -0.852144], [0.012240, -6.298162, -1.427577], [0.707210, -7.323895, -2.051773], [1.888992, -6.822487, -2.555306], [3.163054, -5.922214, -1.078490], [2.564545, -4.787327, -2.197980], [0.614117, -4.374663, -0.921172], [1.116416, -5.604780, 0.210905], [-0.691331, -5.845077, -2.126006], [-0.721219, -6.630172, -0.692798], [1.695156, -6.462493, -3.565711], [2.651346, -7.597402, -2.635442], [1.477346, -1.893091, 4.640484], [2.131540, -3.212606, 4.914051], [1.332075, -4.297008, 4.117958], [0.317264, -3.506244, 3.441311], [0.739025, -2.105294, 3.353875], [2.196819, -1.085834, 4.503391], [0.801015, -1.666611, 5.464734], [2.150995, -3.557688, 5.947810], [3.141386, -3.170432, 4.505958], [0.879957, -5.030677, 4.785353], [1.943439, -4.895696, 3.442755], [-0.133204, -1.466883, 3.213343], [1.403232, -1.898559, 2.514714], [6.354194, -1.687002, -1.647378], [6.606737, -2.185978, -0.268045], [6.331754, -3.666886, -0.412947], [5.984713, -3.919440, -1.763959], [5.545313, -2.783550, -2.464261], [7.350982, -1.572286, -2.073232], [5.898902, -0.698730, -1.583077], [5.926386, -1.824408, 0.502999], [7.589588, -1.951397, 0.140708], [5.450106, -3.891889, 0.187199], [7.075639, -4.357408, -0.015548], [4.467532, -2.820796, -2.305817], [5.873334, -2.790812, -3.503707], [-0.667343, 2.499644, 5.375698], [-1.738073, 2.992197, 6.345416], [-3.120274, 2.637397, 5.730473], [-2.821781, 2.204127, 4.381328], [-1.443864, 2.557840, 4.059152], [-0.238111, 1.519118, 5.581708], [0.216131, 3.118007, 5.216970], [-1.652718, 4.049695, 6.595434], [-1.645829, 2.487267, 7.306994], [-3.677397, 3.568977, 5.631113], [-3.648580, 1.873298, 6.300693], [-1.494017, 3.566807, 3.649820], [-0.937908, 1.887580, 3.364268], [2.189130, 6.566665, 1.048774], [0.772982, 6.084390, 0.869755], [0.821375, 5.181624, -0.312282], [1.799305, 5.840506, -1.129743], [2.672768, 6.721480, -0.395212], [2.811560, 5.794641, 1.501152], [2.303677, 7.490758, 1.615371], [0.053047, 6.884167, 0.696116], [0.521085, 5.429156, 1.703616], [-0.083457, 4.980520, -0.885816], [1.180347, 4.189074, -0.040107], [2.471234, 7.749453, -0.696472], [3.733698, 6.544843, -0.572226], [-4.667392, 2.938949, -1.818991], [-4.454957, 1.460633, -2.055831], [-5.411703, 1.093449, -3.130185], [-6.489936, 1.990564, -2.866864], [-6.161675, 3.147250, -2.054104], [-4.035537, 3.399695, -2.578306], [-4.296178, 3.370663, -0.889512], [-4.733495, 0.877725, -1.177907], [-3.432789, 1.207084, -2.336885], [-5.666063, 0.046563, -2.964588], [-5.088375, 1.176285, -4.167820], [-6.670788, 3.030762, -1.097377], [-6.387172, 4.075559, -2.578970], [-6.189615, 1.553486, 1.397758], [-6.292636, 3.075555, 1.626805], [-5.703747, 3.098467, 3.027950], [-6.164473, 1.834166, 3.670331], [-6.548801, 0.961698, 2.665616], [-5.119909, 1.354544, 1.332506], [-6.711576, 1.184498, 0.514863], [-7.329743, 3.410738, 1.614553], [-5.708910, 3.739517, 0.989204], [-6.063095, 3.977429, 3.563096], [-4.615450, 3.099741, 2.967061], [-7.608520, 0.707951, 2.692234], [-5.969480, 0.060642, 2.867075]],
  "forces_ev_per_angstrom": [[-0.543, -0.242, 0.536], [1.172, -1.346, -0.736], [-1.912, 3.225, -0.639], [1.881, -1.831, 0.240], [-0.373, 0.404, 0.728], [-1.519, 1.987, 0.841], [0.098, -1.376, -0.746], [0.352, -0.193, -0.224], [0.630, -0.433, -0.301], [-0.183, -0.131, 0.268], [-0.623, -0.056, -0.557], [0.000, -0.046, 0.061], [0.283, 0.275, 0.635], [0.697, -0.286, -0.064], [1.435, -0.234, 0.716], [-0.316, 0.315, 0.603], [0.357, -1.184, 0.190], [-0.137, 0.623, 0.027], [-0.262, 0.622, 0.484], [-0.411, -0.675, -0.243], [0.163, -0.051, -0.469], [-0.636, 0.150, -0.575], [-0.630, 0.235, -0.464], [-0.084, -0.074, -0.182], [0.339, 0.356, -0.122], [0.337, 0.048, 0.025], [-0.321, 0.420, 0.854], [0.172, -2.600, -0.126], [1.667, -0.096, 0.878], [-0.451, 0.707, -3.719], [-0.869, 3.006, 1.369], [-0.442, -1.283, 0.820], [-0.036, -0.259, 0.016], [0.321, -0.184, -0.070], [-0.026, 0.149, 0.023], [0.191, -0.420, 0.073], [-0.051, 0.158, -0.006], [-0.103, 0.545, -0.198], [-0.339, -0.576, -0.912], [0.452, 0.278, 1.271], [-0.431, -0.732, 0.733], [2.266, 1.829, -0.591], [-0.444, -0.200, 0.324], [-0.121, -0.245, 0.016], [0.211, 0.418, -0.591], [-0.609, 0.528, -0.395], [-0.646, -0.485, 0.368], [0.013, -0.282, -0.307], [-0.530, -0.521, 0.122], [0.202, -0.217, 0.083], [-0.058, 0.168, -0.163], [1.581, 1.089, -0.212], [-0.393, 0.723, 1.194], [-2.049, -0.089, -0.180], [-0.806, -2.143, 0.551], [0.447, 0.434, -0.904], [-0.260, -0.106, 0.448], [-0.055, -0.029, -0.265], [0.498, 0.238, -0.066], [0.281, 0.036, 0.035], [0.328, 0.648, -0.678], [0.446, -0.786, 0.329], [0.084, 0.107, -0.311], [-0.132, -0.143, 0.198], [-0.346, 0.697, 0.625], [0.875, -1.767, -0.531], [-0.339, 1.688, 0.145], [0.221, 0.065, -0.510], [-0.430, -1.306, 0.282], [0.030, 0.055, 0.373], [-0.129, 0.315, -0.135], [0.256, 0.565, 0.095], [0.212, -0.223, 0.305], [-0.495, 0.259, -0.011], [0.109, 0.357, -0.430], [-0.090, -0.320, 0.131], [0.102, -0.413, -0.337], [-0.437, 1.298, -1.206], [-0.200, -0.664, 1.390], [-1.116, -0.500, 0.451], [1.293, -2.135, -0.515], [1.235, 0.962, 2.639], [-0.223, 0.069, -0.623], [-0.075, 0.016, -0.462], [-0.243, 0.378, -0.248], [0.187, -0.069, -0.434], [-0.317, -0.124, 0.177], [0.398, 0.031, -0.689], [-0.303, 0.964, -0.548], [-0.282, -0.265, 0.055], [-0.287, 0.703, -0.930], [0.129, -0.519, 1.375], [1.609, 0.821, -1.044], [0.760, -0.736, -0.033], [-0.557, -0.455, 0.769], [-0.585, -0.248, 0.072], [-0.060, 0.464, 0.547], [0.003, 0.082, -0.384], [0.079, -0.042, 0.104], [-0.524, -0.180, 0.282], [-0.094, 0.022, -0.362], [0.387, 0.185, -0.057], [-0.831, -0.161, -0.396], [1.108, -0.010, -0.413], [-0.976, -0.719, 1.182], [1.473, 0.182, -0.604], [0.739, -0.235, -1.470], [-1.492, 0.267, 0.351], [-0.163, -0.068, 0.356], [-0.126, -0.107, 0.063], [0.030, 0.051, 0.325], [-0.590, 0.577, 0.432], [-0.099, 0.620, -0.006], [0.247, -0.122, 0.177], [-0.034, 0.087, -0.404], [-0.118, -0.476, 0.027], [0.891, 0.743, -0.508], [1.121, -0.474, 0.945], [-0.532, 0.583, 0.441], [-1.665, 0.097, -0.659], [1.366, -1.779, -0.319], [-0.326, 0.573, -0.298], [-0.142, -0.421, 0.253], [0.194, -0.039, 0.143], [0.111, 0.059, 0.244], [-0.714, 0.028, -0.156], [0.289, 0.349, -0.062], [-0.362, 0.347, -0.154], [-0.250, -0.136, 0.073], [1.433, 1.400, -2.368], [-0.051, -0.579, 0.611], [-0.797, -0.522, 0.240], [0.545, 2.852, 0.455], [-0.779, -1.886, 1.182], [0.186, -0.032, -0.783], [0.036, -0.120, 0.097], [-0.088, 0.024, 0.070], [0.000, -0.351, -0.302], [0.068, -0.289, 0.497], [0.032, -0.087, 0.268], [-0.324, 0.073, 0.401], [-0.265, -0.495, -0.303]]
}